i | Below is an isolated molecule of C24H32N4O4, with properties calculated with ωB97M-V with the def2-TZVPD basis set.

```
! RIJCOSX wB97M-V def2-TZVPD def2/J DEFGRID3
* xyz 0 1
C 2.661 -1.219 4.071
H 3.435 -1.379 4.822
O 2.825 -2.254 3.135
C 1.972 -2.318 2.068
C 0.944 -1.419 1.847
C 0.119 -1.562 0.729
C 0.353 -2.595 -0.163
C 1.393 -3.503 0.034
C 2.208 -3.379 1.168
O 3.264 -4.246 1.379
C 3.195 -5.041 2.547
H 4.044 -5.720 2.488
H 3.272 -4.438 3.454
H 2.264 -5.619 2.576
O 1.495 -4.434 -0.948
C 2.462 -5.460 -0.910
H 3.476 -5.061 -0.847
H 2.290 -6.147 -0.077
H 2.335 -5.999 -1.849
H -0.280 -2.711 -1.025
C -0.976 -0.638 0.517
N -1.900 -0.899 -0.315
N -2.909 -0.038 -0.484
C -3.922 -0.272 -1.378
O -4.015 -1.272 -2.045
C -4.903 0.886 -1.432
C -4.365 2.000 -2.350
N -3.032 2.407 -1.933
C -1.988 1.925 -2.821
C -0.621 2.191 -2.199
N -0.465 3.615 -1.980
C -1.505 4.095 -1.095
C -2.869 3.833 -1.729
H -3.655 4.189 -1.057
H -2.933 4.393 -2.678
H -1.374 5.170 -0.949
H -1.470 3.600 -0.108
C 0.880 4.004 -1.575
C 1.312 3.456 -0.237
C 1.064 4.169 0.930
C 1.404 3.645 2.164
C 2.000 2.398 2.247
C 2.257 1.680 1.092
C 1.911 2.206 -0.141
H 2.120 1.641 -1.038
H 2.726 0.708 1.141
H 2.270 1.998 3.214
H 1.209 4.212 3.063
H 0.610 5.149 0.871
H 0.905 5.097 -1.556
H 1.561 3.657 -2.357
H 0.158 1.853 -2.885
H -0.533 1.614 -1.262
H -2.114 0.852 -2.974
H -2.037 2.431 -3.800
H -5.052 2.850 -2.302
H -4.359 1.635 -3.384
H -5.065 1.285 -0.430
H -5.849 0.520 -1.831
H -2.871 0.880 -0.033
H -0.977 0.285 1.117
H 0.761 -0.607 2.532
H 1.678 -1.260 4.551
H 2.803 -0.237 3.612
*
```

Output
HOMO energy, eV: -7.94
M, Da: 440.54
LUMO energy, eV: 0.599
SMILES: COc1cc(/C=N/NC(=O)CCN2CCN(Cc3ccccc3)CC2)cc(OC)c1OC
Gap between HOMO and LUMO, eV: 8.54

Let us look at the Mulliken charges, expressed in e, one per atom: -0.7774 0.2805 -0.4448 0.9879 -0.7543 0.4321 -1.1254 0.0836 0.9331 -0.5704 -0.7521 0.2866 0.2438 0.3147 -0.4124 -0.7273 0.2820 0.2583 0.2835 0.5669 -0.3134 -0.5548 0.0618 0.2483 -0.6020 -0.6462 -0.9794 0.5413 -1.5366 -0.2062 0.0619 -0.4229 -1.1471 0.4836 0.3481 0.4212 0.2410 -1.8333 0.7219 -0.2335 -0.8791 -0.4299 -0.2472 -0.2018 0.3488 0.4482 0.3148 0.4089 0.3812 0.5443 0.5120 0.4345 0.1276 0.5599 0.4222 0.4780 0.3507 0.2634 0.4672 0.3640 0.3173 0.4267 0.3672 0.1787


ii | Below is an isolated molecule of C24H32N4O4, with properties calculated with ωB97M-V with the def2-TZVPD basis set.

```
! RIJCOSX wB97M-V def2-TZVPD def2/J DEFGRID3
* xyz 0 1
C -0.794 -4.693 1.791
H -1.089 -5.280 2.658
H -1.274 -5.121 0.914
H -1.158 -3.678 1.927
C 0.725 -4.711 1.644
C 1.385 -4.114 2.885
H 2.465 -4.071 2.766
H 1.161 -4.723 3.757
H 1.018 -3.109 3.077
C 1.205 -4.024 0.356
C 0.880 -2.533 0.242
N -0.510 -2.302 -0.066
C -0.959 -1.042 -0.251
O -0.290 -0.051 -0.005
C -2.344 -1.006 -0.744
C -3.168 0.074 -1.004
N -4.294 -0.463 -1.560
C -4.132 -1.806 -1.593
N -2.979 -2.162 -1.110
H -4.874 -2.482 -1.968
H -5.061 0.080 -1.925
C -3.009 1.554 -0.975
O -3.182 2.174 -2.015
N -2.740 2.146 0.199
C -2.710 1.515 1.497
H -2.878 0.444 1.387
C -1.376 1.774 2.197
C -1.079 3.271 2.277
C 0.280 3.518 2.924
H 0.294 3.135 3.942
H 0.503 4.582 2.954
H 1.063 3.016 2.360
C -1.134 3.847 0.862
C -2.496 3.573 0.234
H -2.541 3.941 -0.792
H -3.287 4.056 0.822
H -0.950 4.923 0.877
H -0.367 3.369 0.251
H -1.853 3.758 2.885
H -1.408 1.336 3.196
H -0.588 1.282 1.626
H -3.529 1.939 2.098
H -1.060 -3.040 -0.482
C 1.738 -1.923 -0.873
O 1.436 -1.939 -2.036
O 2.859 -1.414 -0.373
C 3.746 -0.740 -1.268
C 3.853 0.722 -0.922
C 2.720 1.453 -0.584
C 2.833 2.801 -0.290
C 4.066 3.429 -0.333
C 5.195 2.703 -0.670
C 5.089 1.354 -0.960
H 5.972 0.788 -1.221
H 6.161 3.185 -0.704
H 4.147 4.482 -0.105
H 1.951 3.369 -0.031
H 1.755 0.971 -0.544
H 4.721 -1.230 -1.186
H 3.364 -0.862 -2.290
H 1.133 -2.003 1.166
H 0.776 -4.532 -0.510
H 2.291 -4.133 0.299
H 1.045 -5.757 1.565
*
```

Output
HOMO energy, eV: -9.04
M, Da: 440.54
LUMO energy, eV: 0.700
SMILES: CC(C)C[C@H](NC(=O)c1nc[nH]c1C(=O)N1CCC(C)CC1)C(=O)OCc1ccccc1
Gap between HOMO and LUMO, eV: 9.74

Let us look at the Mulliken charges, expressed in e, one per atom: -1.4395 0.4323 0.3505 0.2730 0.6542 -1.4948 0.3676 0.4543 0.2812 -1.2712 0.6080 0.1353 -0.2553 -0.6984 1.3734 -0.2571 -0.0493 -0.5038 -0.6878 0.4735 0.2184 0.6279 -0.6971 0.1775 -1.1244 0.4903 -0.1952 0.5096 -1.7116 0.4189 0.4533 0.2707 -0.2301 -1.3412 0.5294 0.3283 0.5035 -0.1194 0.2578 0.4869 -0.2069 0.4991 0.5090 0.0191 -0.6597 -0.2453 -0.8738 0.5297 0.1125 -0.2728 -0.7350 -0.5639 -0.6501 0.3495 0.3714 0.4027 0.3776 0.4002 0.3383 0.3823 0.1000 0.4449 0.4263 0.3453


How do the energies compare? Relative to the most stable structure, in kcal/mol: i 108.0; ii 0.0.


i | Below is a cluster of 2 separate species, C2H10N2 in total, with properties calculated with ωB97M-V with the def2-TZVPD basis set.

```
! RIJCOSX wB97M-V def2-TZVPD def2/J DEFGRID3
* xyz 0 1
C 2.264 0.532 2.042
N 2.000 -0.642 1.237
H 2.329 1.409 1.397
H 3.216 0.425 2.562
H 1.511 0.722 2.803
H 2.297 -1.504 1.656
H 1.033 -0.659 0.959
C -1.996 -0.484 -2.200
N -2.163 0.555 -1.215
H -2.296 -0.183 -3.213
H -2.646 -1.326 -1.957
H -0.971 -0.869 -2.170
H -1.530 1.325 -1.143
H -3.047 0.698 -0.756
*
```

Output
HOMO energy, eV: -8.70
M, Da: 62.12
LUMO energy, eV: 1.045
SMILES: CN.CN
Gap between HOMO and LUMO, eV: 9.74

Let us look at the Mulliken charges, expressed in e, one per atom: -0.6704 -0.5077 0.2337 0.2953 0.2423 0.2056 0.1963 -0.6025 -0.4183 0.2281 0.2566 0.2337 0.1533 0.1541


ii | Below is a cluster of 2 separate species, C2H10N2 in total, with properties calculated with ωB97M-V with the def2-TZVPD basis set.

```
! RIJCOSX wB97M-V def2-TZVPD def2/J DEFGRID3
* xyz 0 1
C -0.873 -0.720 1.966
H -0.818 -1.646 1.411
H -0.882 -0.899 3.045
H -0.043 -0.056 1.763
H -1.857 -0.271 1.816
N 1.176 0.855 -0.202
C 0.644 -0.025 -1.250
N -0.633 0.511 -1.649
H 1.381 1.758 -0.622
H 2.106 0.536 0.058
H 0.750 -1.063 -1.026
H 1.304 0.118 -2.112
H -1.147 0.029 -2.363
H -1.108 0.873 -0.836
*
```

Output
HOMO energy, eV: -8.86
M, Da: 62.12
LUMO energy, eV: 1.124
SMILES: NCN.C
Gap between HOMO and LUMO, eV: 9.98

Let us look at the Mulliken charges, expressed in e, one per atom: -0.9876 0.2076 0.3159 0.2418 0.2275 -0.5932 -0.4601 -0.5044 0.2418 0.2077 0.3484 0.3664 0.1729 0.2154


How do the energies compare? Relative to the most stable structure, in kcal/mol: i 4.3; ii 0.0.